Below is a molecular structure, C25H45ClP2Ru at a distorted geometry, with properties calculated with the ωB97M-V functional and the def2-TZVPD basis.

Cartesian coordinates (Å):
1 Ru -1.604 2.777 -2.748
2 C -0.677 0.976 1.901
3 C -1.798 0.184 1.526
4 C 0.014 -1.209 1.818
5 C 0.450 0.127 2.017
6 C -1.376 -1.178 1.514
7 C -0.679 2.421 2.214
8 H -1.692 2.829 2.164
9 H -0.030 2.983 1.520
10 H -0.298 2.623 3.232
11 C 1.830 0.556 2.336
12 H 1.976 1.617 2.103
13 H 2.564 -0.030 1.762
14 H 2.059 0.413 3.405
15 C 0.862 -2.410 1.998
16 H 0.910 -2.717 3.057
17 H 1.890 -2.214 1.674
18 H 0.482 -3.268 1.425
19 C -2.247 -2.356 1.299
20 H -2.401 -2.909 2.239
21 H -1.813 -3.062 0.577
22 H -3.229 -2.052 0.918
23 C -3.167 0.673 1.249
24 H -3.801 0.581 2.147
25 H -3.646 0.101 0.441
26 H -3.172 1.726 0.941
27 C -1.301 3.586 -4.541
28 C -1.989 4.489 -3.580
29 C -3.446 4.749 -3.669
30 C -4.289 3.492 -3.215
31 C -3.526 2.230 -2.927
32 C -2.780 1.503 -3.905
33 C -2.935 1.837 -5.363
34 C -2.073 3.042 -5.735
35 H -3.728 5.033 -4.698
36 H -5.057 3.287 -3.968
37 H -3.747 5.618 -3.053
38 H -2.659 3.851 -6.191
39 H -0.349 4.018 -4.899
40 H -1.399 5.327 -3.241
41 H -1.329 2.744 -6.493
42 H -2.703 0.973 -5.990
43 H -2.511 0.460 -3.722
44 H -3.988 2.023 -5.606
45 H -4.832 3.758 -2.293
46 H -3.859 1.686 -2.033
47 P 0.386 2.085 -3.853
48 P -0.530 -1.200 -2.760
49 C 0.528 0.658 -4.961
50 C 0.125 -0.789 -4.443
51 H 1.594 0.667 -5.286
52 H -0.037 0.904 -5.888
53 H -0.633 -1.239 -5.117
54 H 1.023 -1.431 -4.515
55 C 0.568 -2.367 -1.885
56 H 0.397 -2.322 -0.796
57 H 1.621 -2.091 -2.071
58 H 0.378 -3.395 -2.214
59 C -2.129 -2.047 -3.056
60 H -2.212 -2.424 -4.089
61 H -2.921 -1.301 -2.899
62 H -2.302 -2.872 -2.345
63 C 1.735 3.316 -4.019
64 H 1.665 3.948 -3.117
65 H 1.595 3.972 -4.899
66 H 2.711 2.826 -4.112
67 C -1.883 3.713 -0.856
68 H -1.884 3.082 0.048
69 H -2.666 4.475 -0.802
70 H -0.912 4.225 -0.883
71 Cl 1.870 0.951 -1.907
72 C 0.153 1.578 -1.684
73 H -0.438 0.645 -1.441
74 H 0.225 2.232 -0.779

Cartesian forces, eV/Å:
Ru 5.246 -2.881 2.477
C -0.009 0.252 0.143
C -0.044 -0.074 0.016
C 0.085 -0.177 0.183
C 0.202 -0.074 0.092
C -0.018 -0.110 0.017
C -0.054 0.401 0.198
H 0.253 0.044 -0.028
H -0.220 -0.134 0.233
H -0.044 -0.230 -0.382
C 0.279 0.103 -0.148
H -0.008 -0.217 0.113
H -0.195 0.152 0.237
H -0.092 -0.007 -0.245
C 0.081 -0.337 -0.299
H -0.078 0.151 -0.238
H -0.153 -0.036 0.117
H 0.056 0.213 0.242
C -0.292 -0.058 -0.261
H 0.076 0.131 -0.193
H 0.022 0.121 0.211
H 0.210 -0.131 0.164
C -0.307 0.180 -0.238
H 0.132 -0.013 -0.218
H 0.138 0.050 0.316
H 0.018 -0.274 0.190
C 0.060 2.867 -2.843
C 1.246 1.523 -0.949
C -1.626 -0.277 0.017
C -0.821 0.980 -0.082
C -1.077 -1.888 0.451
C -1.322 -0.940 -0.017
C -0.240 0.169 -0.535
C 0.418 -0.252 -0.658
H 0.173 -0.113 0.240
H -0.009 -0.017 0.062
H 0.375 -0.512 -0.199
H 0.173 -0.147 0.108
H -0.729 0.135 0.224
H 0.142 0.249 0.098
H -0.304 0.152 0.078
H 0.266 -0.003 0.121
H -0.407 0.312 0.243
H 0.091 0.109 0.218
H 0.244 -0.079 -0.409
H -0.003 0.164 -0.362
P -3.299 0.935 1.931
P -0.888 1.145 1.114
C 0.726 -0.776 -0.109
C 0.403 -0.905 -0.637
H -0.589 -0.197 0.261
H 0.059 0.061 0.701
H 0.574 0.466 0.043
H -0.295 0.367 -0.350
C 0.382 -0.648 -0.504
H -0.065 0.174 -0.527
H -0.439 -0.229 0.082
H 0.337 0.037 0.087
C -0.123 -0.273 -0.358
H -0.070 -0.097 0.420
H 0.136 -0.372 -0.084
H 0.193 0.265 -0.310
C 0.131 -0.236 0.051
H 0.205 -0.278 -0.297
H -0.079 -0.528 0.351
H -0.192 0.144 0.226
C -0.138 0.326 -0.277
H -0.199 0.081 -0.587
H 0.131 -0.183 0.214
H -0.029 0.284 0.332
Cl 0.072 -0.224 0.148
C 0.484 0.149 1.440
H 0.512 1.140 -0.740
H 0.124 -0.105 -1.125

Values from the calculation:
HOMO energy (spin up / spin down) in eV: -12.3 / -13.2
Expectation value of S²: 6.025
Charge: +2
2S+1: 5
Max |F| in Eh/bohr: 0.12597
Total energy in eV: -60314.2457
Frontier orbital gap (spin up / spin down) in eV: 6.030 / 5.146
ΔE to the lowest compared entry with this formula, charge and spin in eV: 4.238



Below is C3H6N2O3 in the gas phase at a distorted geometry, with properties calculated with the ωB97M-V functional and the def2-TZVPD basis.

Cartesian coordinates (Å):
1 H 2.091 -1.212 1.645
2 N 1.423 -0.858 0.959
3 N 1.967 -0.166 0.090
4 O 3.154 0.115 -0.037
5 C 1.053 0.409 -0.936
6 O -0.232 -0.109 -0.823
7 C -1.039 0.466 0.113
8 C -2.326 -0.288 0.224
9 O -0.724 1.446 0.722
10 H 1.451 0.148 -1.920
11 H 1.065 1.498 -0.790
12 H -2.752 -0.439 -0.764
13 H -3.018 0.254 0.861
14 H -2.115 -1.264 0.655

Cartesian forces, eV/Å:
H 0.405 0.304 -0.353
N -0.908 -0.582 0.651
N -0.086 -0.262 0.186
O 0.699 0.312 -0.220
C -0.221 0.696 -0.438
O 0.108 -0.199 -0.359
C -0.141 0.188 0.128
C 0.045 0.087 0.055
O -0.004 0.013 0.032
H -0.018 -0.058 0.331
H 0.117 -0.395 0.041
H -0.036 -0.041 -0.060
H 0.028 0.024 -0.003
H 0.013 -0.090 0.010

Values from the calculation:
HOMO energy in eV: -10.4
Structure (SMILES): [H]/N=[N+](\[O-])COC(C)=O
Charge: 0
2S+1: 1
Max |F| in Eh/bohr: 0.02450
Total energy in eV: -12328.7085
Frontier orbital gap in eV: 11.135
ΔE to the lowest compared entry with this formula, charge and spin in eV: 3.520



Below is 2 unconnected molecules or ions with the total composition C15H21N3O5 at a distorted geometry, with properties calculated with the ωB97M-V functional and the def2-TZVPD basis.

Cartesian coordinates (Å):
1 C -0.124 -0.500 -4.931
2 N -0.470 -0.896 -3.568
3 C -1.606 -0.547 -2.944
4 O -2.455 0.143 -3.490
5 C -1.825 -1.034 -1.503
6 C -1.569 0.107 -0.504
7 C -0.856 -0.575 0.663
8 C -0.038 -1.645 -0.049
9 N -0.915 -2.116 -1.107
10 C -0.961 -3.397 -1.521
11 C -2.071 -3.835 -2.462
12 O -0.136 -4.231 -1.168
13 H 0.821 -0.956 -5.230
14 H -0.032 0.587 -4.985
15 H -0.911 -0.816 -5.619
16 H 0.192 -1.456 -3.050
17 H -2.857 -1.371 -1.394
18 H -2.500 0.576 -0.183
19 H -0.903 0.853 -0.942
20 H -1.589 -1.047 1.318
21 H -0.229 0.112 1.226
22 H 0.223 -2.443 0.649
23 H 0.864 -1.208 -0.480
24 H -1.976 -3.323 -3.417
25 H -1.992 -4.909 -2.623
26 H -3.038 -3.615 -2.014
27 N 3.943 0.730 2.236
28 C 2.879 1.407 2.819
29 C 2.854 1.600 4.199
30 C 1.777 2.262 4.793
31 C 0.718 2.724 4.004
32 C 0.727 2.550 2.606
33 C -0.411 3.030 1.799
34 O -0.241 3.252 0.608
35 O -1.613 3.160 2.398
36 C 1.828 1.891 2.017
37 O 1.872 1.696 0.657
38 H 4.502 0.109 2.817
39 H 3.829 0.502 1.247
40 H 3.673 1.238 4.813
41 H 1.757 2.410 5.869
42 H -0.118 3.226 4.487
43 H -2.202 3.478 1.698
44 H 1.180 2.278 0.264

Cartesian forces, eV/Å:
C -0.419 0.206 0.303
N 1.025 -0.584 0.164
C -0.987 0.332 -0.341
O 0.047 -0.042 0.204
C 0.065 -0.367 -0.426
C 0.126 0.027 0.274
C -0.087 -0.072 -0.501
C 0.310 -0.229 0.749
N -0.312 0.982 0.275
C 0.130 -1.421 -0.322
C 0.096 0.319 0.239
O 0.124 0.395 0.267
H -0.139 -0.008 0.203
H -0.010 -0.069 -0.112
H 0.074 0.067 0.028
H -0.107 0.035 -0.083
H -0.072 0.048 -0.366
H 0.114 0.120 -0.271
H -0.173 0.092 -0.033
H 0.093 0.008 0.116
H -0.022 -0.030 0.132
H 0.161 -0.115 -0.411
H 0.224 -0.024 0.120
H -0.193 0.107 -0.095
H 0.126 0.164 0.102
H -0.173 0.100 -0.163
N -0.095 0.072 -0.679
C 0.362 -0.519 0.071
C -0.761 0.415 -0.119
C -0.308 0.112 -0.503
C 0.310 -0.206 0.367
C 0.157 -0.252 1.570
C 0.762 -0.324 -0.609
O -0.803 0.061 0.125
O 0.870 0.041 -0.288
C -0.791 0.561 -0.597
O 0.283 -0.003 0.611
H -0.433 0.302 -0.449
H 0.220 -0.054 0.732
H -0.024 -0.011 -0.126
H -0.010 -0.003 -0.191
H 0.122 -0.104 -0.222
H -0.131 0.055 0.033
H 0.249 -0.183 0.223

Values from the calculation:
HOMO energy in eV: -8.1
Structure (SMILES): CNC(=O)[C@@H]1CCCN1C(C)=O.Nc1cccc(C(=O)O)c1O
Charge: 0
2S+1: 1
Max |F| in Eh/bohr: 0.03107
Total energy in eV: -30605.4589
Frontier orbital gap in eV: 8.355
ΔE to the lowest compared entry with this formula, charge and spin in eV: 0.000



Below is 3 unconnected molecules or ions with the total composition C8H18O2, with properties calculated with the ωB97M-V functional and the def2-TZVPD basis.

Cartesian coordinates (Å):
1 C 1.888 0.971 -1.599
2 C 0.957 0.464 -0.793
3 C 0.118 1.379 0.017
4 C -0.362 1.130 1.233
5 C -1.140 2.116 2.038
6 C 0.712 -1.025 -0.721
7 C -0.262 -1.492 -1.807
8 C -1.652 -0.870 -1.735
9 H 2.044 2.037 -1.710
10 H 2.553 0.348 -2.187
11 H -0.073 2.347 -0.439
12 H -0.217 0.156 1.688
13 H -0.546 2.486 2.879
14 H -2.053 1.688 2.457
15 H -1.430 2.989 1.453
16 H 1.663 -1.546 -0.858
17 H 0.344 -1.297 0.268
18 H 0.161 -1.253 -2.788
19 H -0.327 -2.582 -1.784
20 H -1.621 0.198 -1.961
21 H -2.099 -0.950 -0.743
22 H -2.331 -1.323 -2.460
23 O -1.285 -1.947 1.865
24 H -1.736 -1.701 1.046
25 H -1.478 -2.883 1.967
26 O 3.042 0.117 1.768
27 H 2.947 0.741 1.044
28 H 2.181 -0.298 1.861

Cartesian forces, eV/Å:
C 0.200 0.083 -0.215
C -0.133 0.076 0.095
C 0.056 -0.138 -0.115
C -0.205 -0.061 -0.207
C -0.102 0.283 0.152
C 0.251 0.151 -0.060
C -0.048 -0.045 -0.181
C -0.002 0.169 -0.119
H -0.111 0.055 0.108
H -0.107 -0.131 0.049
H 0.074 0.129 0.098
H 0.107 0.018 0.033
H -0.007 -0.097 0.047
H 0.084 -0.106 -0.019
H 0.054 -0.009 -0.116
H -0.005 -0.002 -0.004
H -0.047 -0.081 -0.038
H 0.070 0.023 0.076
H -0.085 -0.028 0.139
H 0.069 -0.013 0.044
H -0.072 -0.088 0.010
H 0.030 -0.061 0.093
O -0.190 -0.037 -0.166
H 0.085 0.000 0.196
H 0.022 -0.063 0.089
O 0.254 -0.076 0.191
H -0.151 0.001 -0.128
H -0.093 0.045 -0.052

Values from the calculation:
HOMO energy in eV: -8.7
Structure (SMILES): C=C(/C=C/C)CCC.O.O
Charge: 0
2S+1: 1
Max |F| in Eh/bohr: 0.00654
Total energy in eV: -12682.0770
Frontier orbital gap in eV: 9.325
ΔE to the lowest compared entry with this formula, charge and spin in eV: 1.619



Below is a molecular structure, C4H6CuO2 at a distorted geometry, with properties calculated with the ωB97M-V functional and the def2-TZVPD basis.

Cartesian coordinates (Å):
1 O -3.225 -0.447 -0.401
2 C -2.131 0.189 0.156
3 H -3.128 -0.481 -1.358
4 H -2.358 0.523 1.172
5 C -0.847 -0.014 -0.260
6 C 0.285 -0.135 0.640
7 C 0.961 -1.518 0.768
8 O 2.246 -1.540 0.173
9 Cu 1.952 0.175 -0.500
10 H 0.196 0.428 1.583
11 H -1.099 0.672 -1.205
12 H 0.313 -2.285 0.299
13 H 1.037 -1.794 1.840

Cartesian forces, eV/Å:
O 0.123 2.323 -0.132
C 0.125 -2.573 2.369
H 0.201 -0.391 -0.340
H -0.285 -0.506 0.109
C -2.692 2.317 -2.236
C 1.317 0.696 -0.014
C -0.956 -0.995 0.649
O -0.249 0.996 -0.319
Cu 0.062 -0.122 0.385
H 0.239 -0.188 -0.249
H 1.888 -2.102 0.035
H 0.184 0.307 0.067
H 0.041 0.237 -0.325

Values from the calculation:
HOMO energy (spin up / spin down) in eV: -8.1 / -8.2
Expectation value of S²: 0.765
Charge: 0
2S+1: 2
Max |F| in Eh/bohr: 0.08161
Total energy in eV: -52973.5183
Frontier orbital gap (spin up / spin down) in eV: 7.445 / 7.114
ΔE to the lowest compared entry with this formula, charge and spin in eV: 2.148



Below is a molecular structure, C27H28O3 at a distorted geometry, with properties calculated with the ωB97M-V functional and the def2-TZVPD basis.

Cartesian coordinates (Å):
1 C -5.809 -0.933 0.386
2 C -5.200 -1.626 -0.842
3 C -5.540 -3.104 -0.832
4 C -5.768 -0.954 -2.100
5 C -3.684 -1.403 -0.816
6 C -2.760 -2.461 -0.784
7 C -1.411 -2.182 -0.660
8 C -0.930 -0.819 -0.594
9 O 0.286 -0.483 -0.278
10 C -1.908 0.210 -0.801
11 C -3.258 -0.067 -0.873
12 H -5.585 0.141 0.389
13 H -6.897 -1.057 0.390
14 H -5.403 -1.369 1.305
15 H -5.107 -3.608 -1.692
16 H -5.165 -3.573 0.072
17 H -6.614 -3.252 -0.865
18 H -5.316 -1.384 -2.999
19 H -6.852 -1.088 -2.160
20 H -5.567 0.124 -2.102
21 H -3.147 -3.487 -0.815
22 H -0.717 -3.021 -0.604
23 H -1.533 1.227 -0.808
24 H -3.967 0.767 -0.938
25 C 6.913 -0.201 -3.543
26 C 5.577 -0.944 -3.390
27 C 4.837 -0.171 -2.350
28 C 5.673 0.894 -1.933
29 O 6.883 0.930 -2.566
30 C 5.212 1.804 -0.964
31 C 3.943 1.609 -0.434
32 C 3.112 0.479 -0.723
33 C 2.033 -0.062 0.145
34 C 1.652 0.734 1.344
35 C 0.373 1.215 1.696
36 C 0.170 1.720 2.965
37 C 1.268 2.036 3.792
38 O 0.954 2.695 4.944
39 C -0.507 2.858 4.952
40 C -1.079 2.146 3.699
41 C 2.560 1.684 3.391
42 C 2.716 0.983 2.224
43 C 3.590 -0.351 -1.777
44 H 7.785 -0.827 -3.312
45 H 7.047 0.232 -4.544
46 H 5.034 -0.928 -4.338
47 H 5.759 -1.977 -3.070
48 H 5.891 2.606 -0.680
49 H 3.649 2.377 0.291
50 H 2.248 -1.153 0.307
51 H -0.492 1.184 1.041
52 H -0.870 2.418 5.890
53 H -0.726 3.935 4.937
54 H -1.726 2.821 3.112
55 H -1.696 1.283 4.024
56 H 3.399 1.947 4.024
57 H 3.697 0.625 1.946
58 H 2.974 -1.201 -2.080

Cartesian forces, eV/Å:
C -0.109 -0.133 0.109
C 0.320 0.488 -0.107
C -0.129 0.082 0.021
C -0.148 -0.087 -0.146
C -0.726 0.134 -0.361
C -0.665 0.979 0.191
C 0.979 0.811 -0.022
C -1.938 -0.641 -0.779
O 2.427 0.165 -0.001
C 0.894 -0.541 0.347
C 0.560 -0.631 0.194
H -0.069 -0.251 0.017
H 0.047 0.026 0.044
H -0.068 0.079 -0.049
H 0.030 -0.114 -0.135
H 0.038 -0.149 0.131
H -0.255 0.000 -0.003
H -0.051 0.048 0.044
H 0.026 -0.021 0.009
H -0.062 -0.244 -0.029
H 0.507 0.448 0.058
H 0.080 0.356 0.071
H -0.086 0.081 -0.123
H 0.286 -0.447 -0.008
C 0.106 0.676 0.463
C 0.057 -0.454 -0.456
C 0.186 1.124 0.615
C -0.700 -0.404 -0.052
O -0.760 -0.684 -0.071
C 0.688 -0.709 -1.090
C -0.759 0.203 0.668
C 0.864 0.258 -1.394
C -0.760 -0.895 0.222
C 0.148 0.458 0.765
C -0.061 -0.495 0.150
C 0.929 0.872 0.763
C 0.015 -0.485 -0.769
O -0.573 -0.344 -0.555
C 0.213 0.151 0.037
C -0.453 -0.003 0.156
C -0.630 0.645 1.355
C -0.252 -0.327 -0.729
C 0.166 -0.360 0.434
H -0.283 0.313 0.062
H -0.044 -0.011 0.380
H 0.044 -0.284 0.094
H -0.208 0.123 -0.214
H -0.502 0.014 0.135
H -0.192 -0.587 -0.176
H -0.679 1.237 -0.054
H 0.374 -0.432 -0.001
H 0.094 0.194 -0.282
H 0.167 -0.319 0.111
H 0.261 -0.298 0.208
H 0.352 0.356 -0.411
H 0.043 -0.129 -0.045
H 0.105 0.012 0.136
H 0.153 0.147 0.070

Values from the calculation:
HOMO energy in eV: -6.8
Charge: 0
2S+1: 1
Max |F| in Eh/bohr: 0.04731
Total energy in eV: -34592.2204
Frontier orbital gap in eV: 6.367